(1)
This record from OMol25 describes C25H58HoN2O2Si3 as an isolated structure. The level of theory is wB97M-V/def2-TZVPD.

XYZ file:
```
91
Properties=species:S:1:pos:R:3:forces:R:3
O -0.2758 2.0215 0.9392 0.1 -1.0 1.9
O 0.4061 3.4302 -0.8621 0.6 1.9 -0.9
C -1.5922 2.5228 1.2164 0.2 0.5 0.3
C -2.1159 2.1216 2.5788 -0.6 0.2 0.2
H -2.2280 2.0956 0.4334 0.1 0.0 0.0
H -1.6286 3.6377 1.0751 0.2 -1.0 0.5
H -2.4820 1.0878 2.5950 0.3 0.3 -0.1
H -2.9796 2.7613 2.8212 0.3 -0.2 0.0
H -1.3587 2.2614 3.3639 -0.4 0.0 -0.2
C 0.7312 1.9356 1.9988 -1.9 0.1 0.2
C 1.0395 3.3371 2.4754 0.6 -0.2 -0.1
H 1.5935 1.4140 1.5929 0.1 0.1 -0.4
H 0.2925 1.2586 2.7659 0.6 0.5 -0.2
H 1.2476 3.9435 1.5800 0.0 -0.2 0.6
H 1.9162 3.3492 3.1387 -0.3 0.1 -0.1
H 0.1807 3.7479 3.0001 0.0 0.2 0.1
C 1.6889 3.5721 -1.5344 -1.0 0.1 0.2
C -0.4281 4.6193 -0.9889 0.4 -0.8 -0.4
C 2.7405 3.9267 -0.5222 0.5 0.2 0.1
H 1.5361 4.3683 -2.2660 0.4 -0.1 -0.2
H 1.9230 2.6339 -2.0733 -0.3 0.4 0.3
H 2.4837 4.8689 -0.0151 0.2 -0.5 -0.1
H 3.6869 4.0834 -1.0373 0.2 0.0 0.0
H 2.8770 3.1228 0.2132 0.0 0.2 -0.2
C 0.2000 5.8127 -0.3317 -0.4 0.6 0.4
H -1.4118 4.3958 -0.5494 0.6 0.0 -0.3
H -0.5697 4.7793 -2.0707 -0.1 0.2 0.3
H 0.5338 5.6139 0.7004 -0.2 0.0 -0.5
H -0.5714 6.5827 -0.2774 0.1 0.2 0.0
H 1.0159 6.2118 -0.9279 0.1 0.1 0.1
H 0.0352 1.9736 -0.5578 -0.9 -2.6 -2.1
Ho 0.1599 -1.1806 -0.1811 -1.1 0.2 1.3
C -0.2075 0.9454 -1.4034 0.1 1.4 -0.2
Si -0.9981 1.4526 -3.0221 -1.0 0.5 -1.2
H 0.7365 0.4382 -1.6426 0.1 -0.4 -0.4
H -1.1257 0.3443 -1.2140 0.6 -0.2 0.7
C -2.6162 2.3198 -2.5887 0.0 0.2 0.2
C -1.5674 -0.0234 -4.0779 0.2 -0.2 0.1
C -0.0390 2.5287 -4.2052 0.3 0.3 -0.2
C -2.1726 -1.4254 0.1476 0.2 0.1 0.0
Si -2.3895 -3.2152 -0.3223 -1.1 0.2 0.4
H -2.8616 -0.7872 -0.4348 0.2 -0.3 0.0
H -2.4290 -1.2411 1.2094 0.2 -0.2 -0.4
C -2.6400 -3.3646 -2.1782 0.0 0.0 -0.1
C -3.8832 -3.9440 0.5447 -0.1 -0.2 0.0
C -0.9012 -4.2844 0.1278 0.1 0.0 0.1
H -0.5590 2.6002 -5.1723 0.0 -0.2 0.3
H 0.9532 2.1160 -4.4181 0.0 0.1 0.0
H 0.0896 3.5596 -3.8602 0.1 -0.2 0.0
H -3.3247 1.6160 -2.1271 0.1 0.2 -0.1
H -3.0977 2.7237 -3.4945 0.2 -0.2 0.3
H -2.4559 3.1579 -1.8973 -0.2 -0.2 -0.2
H -1.9024 -0.8993 -3.5048 0.1 0.2 -0.1
H -0.7814 -0.3606 -4.7677 -0.1 0.0 0.2
H -2.4179 0.2731 -4.7134 0.3 0.1 0.3
H -4.6573 -3.1756 0.6745 0.2 -0.2 0.0
H -3.6246 -4.3374 1.5373 -0.1 0.1 -0.2
H -4.3116 -4.7646 -0.0466 0.0 0.1 0.2
H -0.5767 -4.1819 1.1739 0.0 0.0 -0.2
H -0.0329 -4.1350 -0.5324 0.0 -0.1 0.1
H -1.2070 -5.3339 -0.0077 0.1 0.3 0.0
H -3.1047 -4.3314 -2.4205 0.2 0.2 0.0
H -1.6952 -3.3025 -2.7348 -0.1 0.0 -0.1
H -3.3070 -2.5714 -2.5391 0.1 -0.2 0.0
C -1.4762 -1.1722 3.8688 -0.3 0.0 0.7
C -0.2363 -1.9076 3.4881 0.6 -0.2 -0.7
C 0.3119 -2.8435 4.3565 -0.8 0.2 0.7
C 1.4813 -3.5279 4.0599 0.7 0.4 -1.0
C 2.1054 -3.2455 2.8492 -0.5 -0.2 0.8
C 1.4711 -2.3542 1.9710 0.2 -0.2 -1.0
N 0.3347 -1.6499 2.2682 0.5 -0.7 0.8
N 1.8863 -2.2020 0.6734 -0.1 0.5 -0.3
Si 3.0992 -2.9725 -0.3157 -0.8 0.2 1.6
C 4.7364 -2.4960 0.3990 0.5 -0.1 -0.4
C 2.7878 -4.7988 -0.2317 0.4 -0.3 -0.4
C 2.8085 -2.2936 -2.0350 0.2 0.0 -0.1
H -1.3373 -0.0883 3.8069 0.0 -0.3 -0.1
H -2.3387 -1.4661 3.2570 0.2 0.1 0.0
H -1.7308 -1.4072 4.9171 0.1 0.1 -0.5
H -0.2066 -3.0215 5.3039 0.2 0.1 -0.4
H 1.9217 -4.2488 4.7393 -0.2 0.1 0.0
H 3.0212 -3.7245 2.5224 -0.2 0.0 0.2
H 4.7795 -2.6806 1.4804 0.0 0.0 -0.3
H 5.5125 -3.0956 -0.0919 0.2 0.2 0.2
H 4.9416 -1.4318 0.2224 0.0 -0.2 0.1
H 1.9006 -5.0987 -0.8005 0.2 0.0 0.1
H 3.6630 -5.2981 -0.6651 -0.2 -0.2 0.1
H 2.6690 -5.1489 0.8006 0.0 0.1 -0.2
H 1.8278 -2.5675 -2.4585 0.2 0.0 0.0
H 2.9523 -1.2028 -2.0979 0.0 -0.3 0.0
H 3.5754 -2.7633 -2.6699 -0.3 0.2 -0.1
```
Positions in Å, forces in eV/Å.

## Properties
net charge = +1
spin multiplicity = 5
DFT total energy = -83367.74770 eV
E_LUMO (alpha / beta) = -2.7 / -2.6 eV
gap between HOMO and LUMO (alpha / beta) = 7.80 / 7.96 eV

***

(2)
This record from OMol25 describes C25H58N2O2RhSi3 as an isolated structure. The level of theory is wB97M-V/def2-TZVPD.

XYZ file:
```
91
Properties=species:S:1:pos:R:3:forces:R:3
O -1.2726 -2.7280 -1.6989 0.2 -0.7 0.7
O -2.3047 -0.6328 -2.8470 -1.0 0.1 -1.2
C 0.0920 -3.1322 -1.6226 -0.3 0.4 0.1
C 0.3113 -4.4482 -0.9014 0.3 0.0 0.1
H 0.6586 -2.3236 -1.1308 0.2 -0.3 -0.1
H 0.4395 -3.1799 -2.6651 -0.2 -0.1 0.3
H 0.3322 -4.3136 0.1866 -0.1 -0.1 -0.2
H 1.2889 -4.8350 -1.1976 -0.1 -0.1 0.1
H -0.4528 -5.1906 -1.1509 0.1 0.1 0.0
C -2.0045 -2.6810 -0.4537 0.6 0.0 -0.5
C -3.4032 -3.1352 -0.7620 -0.5 -0.1 0.0
H -1.9966 -1.6435 -0.0804 0.0 -0.2 0.0
H -1.5204 -3.3162 0.3072 -0.2 0.2 -0.3
H -3.8716 -2.4689 -1.4984 0.2 -0.3 0.3
H -4.0168 -3.1347 0.1431 0.0 0.0 -0.1
H -3.3903 -4.1512 -1.1755 0.0 0.2 0.1
C -3.4212 0.2690 -2.9623 0.4 -0.1 -0.3
C -2.0181 -1.3781 -4.0567 0.1 0.7 0.4
C -4.4010 0.0595 -1.8328 -0.3 0.0 0.0
H -3.9271 0.1175 -3.9321 0.2 0.1 0.3
H -3.0314 1.2981 -2.9391 -0.1 -0.2 -0.1
H -5.0152 -0.8281 -2.0118 0.1 0.1 0.2
H -5.0797 0.9150 -1.7844 0.0 0.0 0.1
H -3.8925 -0.0406 -0.8680 0.0 0.0 -0.1
C -2.9817 -2.5138 -4.2567 0.0 -0.3 -0.1
H -0.9926 -1.7489 -3.9366 -0.3 0.1 0.0
H -2.0309 -0.6927 -4.9239 0.0 -0.1 0.3
H -2.8965 -3.2252 -3.4292 -0.1 0.2 -0.3
H -2.7304 -3.0316 -5.1865 -0.1 0.0 0.0
H -4.0097 -2.1459 -4.3296 0.1 -0.1 0.0
H -0.9638 -0.7406 -1.5571 1.4 1.7 1.1
Rh 1.3048 0.6336 0.9614 -0.1 2.3 -0.2
C -0.3560 0.1079 -1.0157 -1.0 -0.7 -1.0
Si 0.5983 1.1022 -2.3279 -0.1 -0.3 -0.2
H -1.0861 0.7471 -0.5087 -0.1 -0.1 0.1
H 0.2625 -0.4231 -0.2461 -0.4 -0.3 -0.5
C 1.6854 -0.1295 -3.2433 0.0 0.1 -0.3
C 1.6306 2.4770 -1.5683 0.2 0.2 0.1
C -0.4832 2.0325 -3.5654 -0.1 -0.2 0.0
C 2.7982 -0.2134 0.1868 1.7 -2.2 -2.2
Si 3.9288 0.7709 1.3608 1.3 0.2 -0.2
H 2.9893 0.0189 -0.8690 0.5 0.1 0.5
H 2.8372 -1.3074 0.3174 0.2 0.3 0.0
C 4.7486 2.1514 0.3780 -0.1 0.0 0.0
C 5.2304 -0.4965 1.8714 0.1 0.0 0.0
C 3.2476 1.5420 2.9447 -0.3 -0.1 0.3
H 0.1683 2.5560 -4.2849 -0.1 -0.1 0.3
H -1.0891 2.7963 -3.0568 0.1 -0.1 -0.1
H -1.1621 1.3888 -4.1395 0.2 0.1 0.1
H 2.5747 -0.4256 -2.6768 -0.2 0.0 -0.2
H 2.0251 0.3339 -4.1815 0.0 -0.2 0.2
H 1.1336 -1.0433 -3.5005 0.1 0.2 0.0
H 1.9843 2.2703 -0.5392 0.0 0.2 -0.4
H 1.0549 3.4097 -1.5349 0.2 -0.2 -0.1
H 2.5168 2.6472 -2.1979 -0.1 0.0 0.2
H 5.4674 -1.1702 1.0370 0.0 0.2 0.2
H 4.9083 -1.1017 2.7287 0.1 0.1 -0.2
H 6.1581 0.0203 2.1571 -0.2 -0.1 0.0
H 3.2141 0.8138 3.7664 -0.1 0.1 -0.1
H 2.2373 1.9750 2.8380 0.3 0.1 0.2
H 3.9235 2.3563 3.2441 -0.1 -0.1 -0.1
H 5.7482 2.3466 0.7930 -0.2 0.0 -0.1
H 4.1792 3.0891 0.4241 0.1 -0.2 -0.1
H 4.8727 1.8747 -0.6766 0.0 0.1 0.2
C 1.9437 -2.5028 2.7734 0.1 -0.4 0.1
C 0.9064 -1.5381 3.2589 -0.4 0.8 -0.5
C 0.2607 -1.7324 4.4880 0.1 -0.1 0.2
C -0.6784 -0.8144 4.9527 -0.4 0.5 -0.2
C -0.9960 0.3000 4.1810 0.1 -0.1 0.3
C -0.2962 0.4714 2.9641 0.0 0.8 -0.3
N 0.5926 -0.4602 2.5199 0.1 -2.7 2.2
N -0.2562 1.5086 2.1140 -1.6 0.1 1.1
Si -1.0305 3.1046 2.2043 -0.2 0.3 0.1
C -2.8388 2.8482 2.5928 -0.1 0.0 0.0
C -0.1314 4.0447 3.5469 0.0 0.0 0.1
C -0.7865 3.9287 0.5483 -0.1 0.0 0.0
H 1.6453 -2.9729 1.8240 0.1 0.3 0.2
H 2.9261 -2.0245 2.6446 -0.4 -0.1 -0.1
H 2.0583 -3.3021 3.5196 0.0 0.2 -0.3
H 0.5405 -2.6084 5.0700 -0.2 0.2 0.0
H -1.1656 -0.9530 5.9143 0.1 -0.1 -0.2
H -1.7141 1.0638 4.4719 0.2 -0.4 0.1
H -3.0033 2.3942 3.5795 0.0 0.2 -0.3
H -3.3442 3.8252 2.5822 0.0 -0.3 0.0
H -3.3160 2.2043 1.8400 0.1 0.2 0.2
H 0.8984 4.2679 3.2337 -0.2 0.0 0.1
H -0.6480 4.9955 3.7475 0.2 -0.2 0.0
H -0.0888 3.4670 4.4818 0.0 0.2 -0.2
H 0.2513 4.2698 0.4234 -0.3 -0.1 0.0
H -1.0344 3.2552 -0.2857 0.0 0.2 0.2
H -1.4441 4.8100 0.4872 0.2 -0.2 0.0
```
Positions in Å, forces in eV/Å.

## Properties
net charge = +1
spin multiplicity = 5
DFT total energy = -60574.54991 eV
E_LUMO (alpha / beta) = -2.8 / -5.9 eV
gap between HOMO and LUMO (alpha / beta) = 6.65 / 5.77 eV
relative energy (zero: lowest compared OMol25 entry of this formula, charge and spin) = 0.00 kcal per mole

***

> spin multiplicity of number 1 (C25H58HoN2O2Si3)?

5

***

> Which of these has the highest DFT total energy?

C25H58N2O2RhSi3

***

> Look up the net charge of the second one.

+1